# 1
Entry from OMol25: a 10-piece molecular cluster, C50H83BN14O12 overall at a distorted geometry (wB97M-V/def2-TZVPD).

```
! wB97M-V def2-TZVPD RIJCOSX def2/J DEFGRID3
* xyz 4 1
O -0.2203 -1.2423 2.4375
C -0.0681 -0.6239 1.4220
O -0.9939 0.0050 0.7146
B -0.3777 0.5834 -0.5084
O 1.0478 0.2780 -0.3890
C 1.2871 -0.4412 0.7003
O 2.3415 -0.8351 1.0942
O -0.7123 2.0249 -0.5562
C -1.3662 2.3232 -1.6631
O -1.9750 3.3435 -1.8601
C -1.3832 1.0411 -2.5393
O -0.8384 0.0740 -1.8309
O -1.8973 0.9270 -3.6191
C 7.1762 -4.1973 4.3580
C 6.5133 -2.9444 3.8286
N 5.3442 -3.2703 2.9963
C 5.3533 -4.0216 1.8401
C 4.0965 -4.0492 1.3843
N 3.3091 -3.4382 2.3287
C 4.1005 -2.8897 3.2320
C 1.8505 -3.6126 2.3769
H 7.5311 -4.8214 3.5390
H 6.4492 -4.8154 4.8909
H 7.9933 -3.9511 5.0288
H 7.2359 -2.4254 3.1970
H 6.1662 -2.2400 4.5797
H 6.2920 -4.3177 1.4073
H 3.6336 -4.3691 0.4619
H 3.7118 -2.5166 4.1644
H 1.4049 -3.2431 3.2965
H 1.7081 -4.6905 2.3708
H 1.4446 -3.1198 1.5053
C 2.0468 9.7136 0.0330
C 0.5663 9.4659 0.1733
N 0.1395 8.1990 -0.4749
C -1.0246 7.4942 -0.1952
C -1.0798 6.4732 -1.0694
N -0.0727 6.6674 -1.9840
C 0.6355 7.7204 -1.5931
C 0.1838 5.9463 -3.2026
H 2.7372 9.0602 0.5536
H 2.1414 10.7476 0.3831
H 2.3763 9.8326 -1.0015
H 0.0318 10.2941 -0.2875
H 0.2669 9.3697 1.2136
H -1.6683 7.7992 0.6095
H -1.7171 5.6050 -1.1023
H 1.4991 8.0923 -2.1157
H 1.2429 5.9672 -3.4672
H -0.2741 6.4555 -4.0541
H -0.0894 4.9031 -3.1302
C 1.7732 0.3089 -5.4970
C 3.0891 0.8136 -4.9580
N 3.7452 -0.1233 -4.0684
C 4.3886 -1.2670 -4.5110
C 4.7548 -1.9426 -3.4067
N 4.3572 -1.2006 -2.3262
C 3.7758 -0.1107 -2.7535
C 4.5380 -1.5575 -0.9440
H 1.1128 -0.2468 -4.8247
H 1.9239 -0.3944 -6.3213
H 1.1339 1.1107 -5.8786
H 3.0332 1.7871 -4.4731
H 3.7274 0.9769 -5.8275
H 4.5796 -1.4560 -5.5513
H 5.2938 -2.8666 -3.3020
H 3.2278 0.5878 -2.1372
H 3.6647 -2.0993 -0.5888
H 4.6347 -0.6467 -0.3518
H 5.4513 -2.1234 -0.7813
C -4.0309 -1.3343 1.1836
C -5.3561 -1.5523 0.4816
N -5.1902 -1.3903 -0.9636
C -5.3657 -0.1849 -1.6205
C -4.8174 -0.3373 -2.8380
N -4.3860 -1.6376 -2.9406
C -4.6071 -2.2410 -1.7929
C -3.9079 -2.2797 -4.1691
H -3.6625 -0.3245 0.9867
H -3.2345 -1.9585 0.7622
H -4.0461 -1.5294 2.2531
H -6.1125 -0.8410 0.8052
H -5.7669 -2.5441 0.6726
H -5.8277 0.6285 -1.0917
H -4.7454 0.3535 -3.6581
H -4.2463 -3.2083 -1.4829
H -3.0878 -1.6964 -4.5751
H -4.7374 -2.4195 -4.8581
H -3.5566 -3.2776 -3.9127
C -2.2520 3.1699 -5.9837
C -1.9379 3.7920 -7.3488
N -1.3464 2.8787 -8.3331
C -1.8083 1.6185 -8.6263
C -0.9741 1.0759 -9.5378
N -0.0028 2.0202 -9.7772
C -0.2166 3.0622 -9.0002
C 1.2454 1.7629 -10.5340
H -1.3311 2.8925 -5.4817
H -2.9181 2.3228 -6.1462
H -2.8529 3.8738 -5.4131
H -1.2771 4.6547 -7.2548
H -2.8454 4.2112 -7.7897
H -2.7263 1.2991 -8.1684
H -1.0198 0.1449 -10.0727
H 0.4166 3.9246 -8.8808
H 2.0308 2.4341 -10.1973
H 1.0629 1.9642 -11.5856
H 1.5431 0.7428 -10.3199
C -0.5883 2.1507 5.7810
C -0.4655 0.6941 5.3394
N -0.8376 -0.2732 6.3803
C -0.1622 -1.4319 6.6520
C -0.8431 -2.0863 7.6114
N -1.8580 -1.2386 7.9980
C -1.8224 -0.1540 7.2596
C -2.9440 -1.5412 8.9370
H -1.6132 2.3732 6.0871
H -0.2987 2.8400 4.9959
H 0.0273 2.3330 6.6656
H 0.5578 0.4633 5.0549
H -1.1199 0.5763 4.4746
H 0.7415 -1.6135 6.0961
H -0.6896 -3.0406 8.0803
H -2.4858 0.6930 7.2274
H -2.9817 -2.5813 9.2433
H -3.8926 -1.2602 8.4903
H -2.7587 -0.9760 9.8508
C -2.7886 -4.7858 2.7928
C -1.8087 -4.0268 3.6920
N -2.2458 -4.0998 5.0934
C -3.2707 -3.3454 5.6106
C -3.6642 -3.9459 6.7498
N -2.8913 -5.0691 6.8994
C -1.9976 -5.0916 5.9192
C -3.0257 -6.0607 7.9587
H -3.7677 -4.2918 2.7311
H -3.0579 -5.7514 3.2338
H -2.3896 -4.9147 1.7859
H -1.7767 -3.0113 3.3062
H -0.8715 -4.5683 3.5798
H -3.7458 -2.5332 5.0902
H -4.4115 -3.6979 7.4826
H -1.2630 -5.8746 5.8262
H -2.5407 -6.9971 7.6942
H -4.0672 -6.2906 8.1641
H -2.5475 -5.6919 8.8661
C -1.1501 -3.1660 -1.1621
C -0.1428 -4.0293 -0.4012
O -0.5637 -4.7530 0.5376
O 1.0642 -3.8728 -0.7208
H -2.1756 -3.5481 -1.2263
H -0.7992 -2.9786 -2.1786
H -1.2488 -2.1803 -0.6983
C 2.6087 2.9825 -0.4425
C 4.1436 2.9463 -0.3339
O 4.6666 1.8407 -0.6311
O 4.6787 3.9685 0.1147
H 2.2247 3.0798 0.5770
H 2.1389 2.0779 -0.8244
H 2.3113 3.8019 -1.0772
*
```

Electronic energy (Ha): -3648.3668

Atom charges from the Löwdin analysis, given in e for atoms 1 to 5:
1. O 0.1149
2. C -0.3720
3. O 0.2096
4. B -0.8691
5. O 0.2058

# 2
Entry from OMol25: one molecule with the formula C2H4NP at a distorted geometry (wB97M-V/def2-TZVPD).

```
! wB97M-V def2-TZVPD RIJCOSX def2/J DEFGRID3
* xyz 0 1
C 1.4421 0.0097 -0.1314
N 0.8369 -1.0630 -0.1979
P -0.7576 -1.4752 0.0148
C -1.5679 0.2144 0.1596
H 2.5294 0.0252 -0.5897
H 1.0603 0.8294 0.5732
H -2.6215 0.3609 0.2586
H -0.9215 1.0986 -0.0872
*
```

ΔE to the lowest compared entry with this formula, charge and spin (kcal/mol): 42.33
Electronic energy (Ha): -474.6062
Structure (SMILES): C=NP=C

Atom charges from the Löwdin analysis, given in e for atoms 1 to 5:
1. C -0.1894
2. N -0.4037
3. P 0.7779
4. C -0.2755
5. H 0.1022

no.,E_LUMO (eV),HOMO energy (eV),HOMO-LUMO gap (eV)
1,-7.2,-12.615,5.3753
2,-0.7,-8.610,7.9499